Record 1
C51H32Cl5IN5O2PSSr | the ωB97M-V functional and the def2-TZVPD basis

As for the energy above the lowest of the compared OMol25 structures with the same formula, charge and spin: 0.0 kcal/mol. The largest force on an atom comes out at 2.426 eV Å⁻¹. As for the charge: -2. For the HOMO energy, the calculation gives -0.0729 hartree. For the gap between HOMO and LUMO, the calculation gives 5.82 eV. As for the total energy: -156630.5091 eV.

Atoms and positions in Å:
Sr -0.1208 1.5263 -0.6070
O 2.4271 1.5741 3.0895
C 1.4792 1.7760 2.3115
N 1.4685 2.2276 1.0605
C 2.5473 2.9029 0.5147
C 3.7198 3.1743 1.2264
C 4.7339 3.9566 0.7114
C 4.6190 4.4740 -0.5645
C 3.4868 4.2021 -1.3065
C 2.4317 3.4329 -0.8051
N 1.3100 3.1242 -1.5464
C 1.0897 3.6346 -2.7474
O 1.6767 4.5437 -3.3616
C -0.0300 2.9541 -3.4824
C 0.0482 2.9095 -4.8761
C -0.9650 2.3040 -5.5880
C -2.0355 1.7775 -4.8824
C -2.0199 1.8576 -3.5003
N -1.0480 2.4342 -2.8100
C 0.1105 1.5588 2.9055
C 0.0030 0.8410 4.1017
C -1.1949 0.8355 4.7818
C -2.2532 1.5664 4.2621
C -2.0589 2.2284 3.0624
N -0.9163 2.2293 2.3964
H 3.8173 2.7618 2.2166
H 5.6134 4.1467 1.3135
H 5.4086 5.0851 -0.9845
H 3.4079 4.5879 -2.3100
H 0.9108 3.3460 -5.3578
H -0.9349 2.2503 -6.6686
H -2.8644 1.2994 -5.3809
H -2.8347 1.4462 -2.9233
H 0.8743 0.3288 4.4754
H -1.3088 0.2717 5.6976
H -3.2076 1.6195 4.7643
H -2.8666 2.7996 2.6220
Cl -5.3979 -1.4344 -1.1442
C -5.1829 0.2510 -1.3688
C -4.1281 0.8644 -0.7120
C -3.9879 2.2272 -0.9230
Cl -2.7277 3.0787 -0.1150
C -4.8099 2.9435 -1.7908
Cl -4.4995 4.6072 -2.1236
C -5.8781 2.3009 -2.4047
Cl -6.9546 3.1783 -3.4204
C -6.0769 0.9439 -2.1782
Cl -7.4400 0.1559 -2.8827
S -1.2809 -0.8347 -2.2891
C 0.2512 -0.6932 -2.9706
C 0.6349 -1.4809 -4.0790
C 1.8389 -1.2434 -4.6829
C 2.6778 -0.2484 -4.1699
C 2.2624 0.4181 -3.0360
N 1.0998 0.2064 -2.4426
H -0.0381 -2.2539 -4.4198
H 2.1431 -1.8177 -5.5498
H 3.6234 -0.0125 -4.6360
H 2.8898 1.1638 -2.5659
I -2.8508 -0.3790 1.0714
C -2.3582 -1.5341 2.9019
C -3.3582 -1.3924 3.8374
C -3.4396 -2.1826 4.9834
C -2.5515 -3.2059 5.1550
C -1.5086 -3.4065 4.2279
C -0.6306 -4.4988 4.3868
C 0.3944 -4.7027 3.5061
C 0.6200 -3.7747 2.4861
C -0.1984 -2.6780 2.3070
P 0.2946 -1.4690 0.9938
C 0.3421 -2.7865 -0.2893
C -0.8670 -3.4471 -0.5078
C -0.9502 -4.4918 -1.4052
C 0.1776 -4.8926 -2.1074
C 1.3757 -4.2282 -1.9118
C 1.4619 -3.1803 -1.0089
C 2.0805 -1.2514 1.3617
C 2.6619 -1.4701 2.6058
C 3.9934 -1.1631 2.8254
C 4.7622 -0.6099 1.8178
C 4.1812 -0.3403 0.5885
C 2.8520 -0.6465 0.3691
C -1.3474 -2.5075 3.1232
H -4.1270 -0.6549 3.6547
H -4.2345 -2.0115 5.6972
H -2.6466 -3.8855 5.9923
H -0.7790 -5.1718 5.2253
H 1.0488 -5.5600 3.6106
H 1.4638 -3.9240 1.8242
H -1.7476 -3.1252 0.0325
H -1.8958 -4.9952 -1.5617
H 0.1187 -5.7132 -2.8130
H 2.2619 -4.5230 -2.4612
H 2.4089 -2.6784 -0.8614
H 2.0701 -1.8755 3.4145
H 4.4272 -1.3290 3.8034
H 5.7990 -0.3537 1.9984
H 4.7567 0.1376 -0.1935
H 2.4000 -0.4026 -0.5825



Record 2
C51H33FeN5O4 | the ωB97M-V functional and the def2-TZVPD basis

As for the energy above the lowest of the compared OMol25 structures with the same formula, charge and spin: 10.5 kcal/mol. As for the spin multiplicity: 6. The largest force on an atom comes out at 1.452 eV Å⁻¹. As for the charge: -1. For the HOMO energy (alpha / beta), the calculation gives -0.1568 / -0.1534 hartree. For the gap between HOMO and LUMO (alpha / beta), the calculation gives 5.51 / 5.24 eV. As for the total energy: -103452.7281 eV.

Atoms and positions in Å:
Fe 0.4730 0.4593 -0.4831
C 3.6360 -6.3812 0.4830
C 4.5507 -5.3423 0.5716
C 4.1528 -4.0379 0.3180
C 2.8333 -3.7522 -0.0242
C 1.9300 -4.8099 -0.1455
C 2.3259 -6.1126 0.1127
C 2.3246 -2.3667 -0.2138
C 2.2830 -1.5300 0.9176
C 2.9104 -1.8133 2.1730
C 2.6691 -0.7492 2.9865
C 1.8456 0.1582 2.2489
C 1.2372 1.3036 2.7850
C 1.5492 1.6796 4.1881
C 1.1780 0.8711 5.2610
C 1.4354 1.2661 6.5649
C 2.0782 2.4701 6.8168
C 2.4706 3.2716 5.7542
C 2.2037 2.8822 4.4506
C 0.2523 2.0463 2.1277
N -0.1214 1.9043 0.8342
C -1.2312 2.6696 0.6431
C -1.8874 2.8310 -0.5743
C -3.1782 3.5636 -0.5956
C -3.2992 4.9044 -0.2409
C -4.5368 5.5305 -0.2734
C -5.6689 4.8270 -0.6539
C -5.5550 3.4918 -1.0198
C -4.3202 2.8661 -0.9974
C -1.4660 2.2973 -1.8115
C -1.9891 2.7025 -3.0807
C -1.3529 1.9582 -4.0262
C -0.4691 1.0696 -3.3331
N -0.5190 1.3386 -1.9998
C 0.2627 0.0204 -3.9192
C 1.0125 -0.9110 -3.1825
C 1.5865 -2.1210 -3.7146
C 2.1104 -2.8082 -2.6700
C 1.8713 -2.0232 -1.4898
N 1.2125 -0.8811 -1.8354
C 0.1686 -0.1858 -5.3849
C -1.0594 -0.3726 -6.0205
C -1.1283 -0.5881 -7.3881
C 0.0302 -0.6313 -8.1504
C 1.2587 -0.4535 -7.5305
C 1.3273 -0.2312 -6.1650
C -1.5851 3.3130 1.8829
C -0.6443 2.9631 2.7886
N 1.6437 -0.3253 0.9901
H 3.9458 -7.3983 0.6883
H 5.5791 -5.5492 0.8412
H 4.8711 -3.2291 0.3728
H 0.9072 -4.5928 -0.4288
H 1.6059 -6.9179 0.0362
H 3.4633 -2.7061 2.4066
H 3.0072 -0.6121 3.9997
H 0.6741 -0.0679 5.0647
H 1.1271 0.6355 7.3897
H 2.2739 2.7784 7.8362
H 2.9861 4.2049 5.9441
H 2.5156 3.5031 3.6196
H -2.4137 5.4621 0.0388
H -4.6170 6.5786 -0.0110
H -6.6366 5.3132 -0.6671
H -6.4364 2.9359 -1.3149
H -4.2214 1.8226 -1.2637
H -2.7248 3.4717 -3.2459
H -1.4808 2.0094 -5.0940
H 1.5703 -2.4207 -4.7481
H 2.6409 -3.7460 -2.6923
H -1.9651 -0.3758 -5.4276
H -2.0905 -0.7370 -7.8625
H -0.0230 -0.8077 -9.2173
H 2.1698 -0.4912 -8.1152
H 2.2843 -0.0783 -5.6823
H -2.4512 3.9332 2.0404
H -0.5634 3.2538 3.8232
O 2.6171 1.5478 -0.9815
N 2.6224 2.8006 -0.9632
O 1.5524 3.3718 -0.8224
O -3.1828 0.2260 0.8070
C -2.2412 -0.5654 0.8261
O -1.2865 -0.6345 -0.0210
C -2.1663 -1.5852 1.9568
C -3.2518 -1.7677 2.8050
C -3.1825 -2.6873 3.8413
C -2.0238 -3.4271 4.0393
C -0.9298 -3.2332 3.2064
C -1.0045 -2.3215 2.1634
H -4.1435 -1.1787 2.6341
H -4.0311 -2.8278 4.5005
H -1.9743 -4.1578 4.8382
H -0.0167 -3.7945 3.3687
H -0.1666 -2.1695 1.4962



Record 3
C51H35ClF15GeN8O2PSTa | the ωB97M-V functional and the def2-TZVPD basis

As for the energy above the lowest of the compared OMol25 structures with the same formula, charge and spin: 70.4 kcal/mol. The largest force on an atom comes out at 4.219 eV Å⁻¹. As for the charge: +1. For the HOMO energy, the calculation gives -0.3734 hartree. For the gap between HOMO and LUMO, the calculation gives 6.99 eV. As for the total energy: -200942.0962 eV.

Atoms and positions in Å:
Ta -0.6635 0.3696 -0.0544
C -2.6551 3.6154 -5.0882
N -2.8543 2.8219 -3.9079
C -3.9218 2.0278 -3.6428
C -3.6509 1.4014 -2.4582
N -2.4386 1.7917 -2.0005
C -1.9769 2.6592 -2.8854
P -0.4100 3.5896 -2.8467
C 0.6312 2.0990 -2.9890
N 0.2443 0.8642 -2.7016
C 1.1481 0.0417 -3.2808
C 2.0939 0.7832 -3.9331
N 1.7560 2.0846 -3.7479
C 2.4888 3.2274 -4.2183
C -0.3653 3.9252 -1.0473
N -0.7450 3.1248 -0.0662
C -0.5284 3.7888 1.0924
C -0.0154 5.0250 0.8102
N 0.0731 5.1068 -0.5439
C 0.5092 6.2648 -1.2719
H -3.5960 3.6904 -5.6286
H -1.9129 3.1494 -5.7411
H -2.3091 4.6136 -4.8163
H -4.7681 1.9742 -4.2937
H -4.2557 0.7188 -1.9023
H 1.0461 -1.0197 -3.2154
H 2.9476 0.4843 -4.5033
H 3.4388 2.8982 -4.6350
H 2.6733 3.9182 -3.3942
H 1.9360 3.7526 -4.9993
H -0.7463 3.3284 2.0338
H 0.3029 5.8236 1.4463
H -0.0918 7.1268 -0.9807
H 0.3859 6.0876 -2.3396
H 1.5595 6.4786 -1.0714
Cl 3.1436 3.3770 5.9041
C 2.4292 2.4481 4.6423
C 1.7653 1.2532 4.9511
C 1.1997 0.5038 3.9539
C 1.2721 0.8993 2.5969
O 0.8109 0.1159 1.6725
C 1.9484 2.1212 2.2954
C 2.1167 2.5604 0.9392
O 1.6363 2.0569 -0.0753
C 2.5162 2.8758 3.3397
H 1.7115 0.9251 5.9769
H 0.6791 -0.4122 4.1839
H 2.7837 3.4354 0.8292
H 3.0266 3.7972 3.1024
F 2.5373 -5.3350 -0.8287
C 1.8066 -5.3438 0.2959
C 1.7173 -4.1776 1.0273
C 0.9092 -4.1768 2.1472
F 0.7695 -2.9983 2.7769
C 0.2227 -5.3022 2.5718
F -0.5658 -5.2597 3.6456
C 0.3330 -6.4700 1.8181
F -0.3513 -7.5534 2.1713
C 1.1284 -6.4958 0.6746
F 1.2007 -7.6024 -0.0631
Ge 2.2982 -2.3894 0.3629
S 0.4169 -1.8410 -0.5892
C 3.7847 -2.7284 -0.9604
C 5.0739 -2.9407 -0.5060
F 5.3097 -2.9098 0.8141
C 6.1364 -3.2052 -1.3613
F 7.3586 -3.4186 -0.8802
C 5.9095 -3.2484 -2.7344
F 6.9165 -3.4622 -3.5742
C 4.6178 -3.0712 -3.2197
F 4.3812 -3.1153 -4.5329
C 3.5831 -2.8370 -2.3233
F 2.3361 -2.7370 -2.7956
C 3.3118 -1.4223 1.7917
C 3.7983 -0.1970 1.3958
F 3.5248 0.1695 0.1242
C 4.5364 0.6203 2.2334
F 4.9757 1.8140 1.8202
C 4.8026 0.1808 3.5268
F 5.4680 0.9647 4.3683
C 4.3908 -1.0878 3.9269
F 4.7118 -1.5370 5.1375
C 3.6545 -1.8784 3.0498
F 3.3148 -3.1145 3.4112
C -5.7763 -4.0394 -2.4447
C -4.7276 -3.0815 -1.9995
C -4.9604 -2.1346 -1.0054
C -3.9353 -1.2916 -0.6133
N -2.7191 -1.3326 -1.1520
C -2.4941 -2.2130 -2.1210
C -3.4558 -3.0982 -2.5673
H -6.6609 -3.9666 -1.8209
H -5.3986 -5.0590 -2.4009
H -6.0548 -3.8326 -3.4766
H -5.9294 -2.0524 -0.5369
H -4.0841 -0.5567 0.1660
H -1.4998 -2.2138 -2.5423
H -3.2158 -3.7960 -3.3521
C -2.0670 -1.6016 2.8070
C -3.0866 -0.5117 2.9189
C -4.1139 -0.5713 3.8401
C -5.0868 0.4172 3.8922
C -5.0409 1.4654 2.9883
C -4.0235 1.5699 2.0550
C -4.0124 2.7032 1.0754
C -3.0107 0.5820 2.0164
N -2.0132 0.6282 1.1222
H -2.1746 -2.3226 3.6123
H -1.0604 -1.1883 2.8328
H -2.1933 -2.1152 1.8502
H -4.1655 -1.4193 4.5081
H -5.8834 0.3621 4.6207
H -5.8222 2.2132 2.9978
H -3.6531 3.6088 1.5582
H -5.0215 2.8943 0.7151
H -3.3516 2.4687 0.2460



Record 4
C51H36CoIN4P | the ωB97M-V functional and the def2-TZVPD basis

As for the energy above the lowest of the compared OMol25 structures with the same formula, charge and spin: 0.0 kcal/mol. As for the spin multiplicity: 2. The largest force on an atom comes out at 0.187 eV Å⁻¹. For the HOMO energy (alpha / beta), the calculation gives -0.2464 / -0.2471 hartree. For the gap between HOMO and LUMO (alpha / beta), the calculation gives 6.50 / 6.54 eV. As for the total energy: -114449.5650 eV.

Atoms and positions in Å:
Co 0.0850 0.2192 -0.4988
C -3.8538 1.8112 -0.1386
C -2.5810 1.5068 -0.6501
N -1.6635 0.9043 0.0734
C -1.9352 0.5835 1.3739
C -3.1854 0.8354 1.9540
C -4.1587 1.4633 1.1460
C -3.4010 0.4661 3.3054
C -2.3857 -0.1232 4.0022
C -1.1173 -0.3620 3.4288
C -0.8611 -0.0094 2.1172
N 0.2720 -0.1617 1.3635
C 1.5336 -0.5058 1.7679
C 2.0699 -0.6193 3.0377
C 3.4192 -0.9986 3.2186
C 4.2449 -1.2795 2.1699
C 3.7481 -1.1435 0.8490
C 4.5131 -1.3969 -0.3096
C 3.9605 -1.2115 -1.5441
C 2.6440 -0.7368 -1.6379
N 1.9037 -0.4985 -0.5788
C 2.4223 -0.7272 0.6633
H -4.5716 2.3005 -0.7819
H -2.3155 1.7312 -1.6783
H -5.1376 1.6700 1.5627
H -4.3665 0.6484 3.7598
H -2.5460 -0.4231 5.0306
H -0.3745 -0.8629 4.0263
H 1.4825 -0.3925 3.9115
H 3.7963 -1.0753 4.2309
H 5.2700 -1.5894 2.3255
H 5.5372 -1.7343 -0.2025
H 4.5179 -1.4006 -2.4504
H 2.1887 -0.5376 -2.5985
I 0.5313 1.9746 -2.4138
C -1.3836 1.1241 -3.8186
C -1.7124 2.2001 -4.6088
C -2.5953 2.1370 -5.7118
C -3.1543 0.9464 -6.0576
C -2.8750 -0.2129 -5.2914
C -3.4516 -1.4462 -5.6679
C -3.2242 -2.5825 -4.9458
C -2.4238 -2.5084 -3.7969
C -1.8405 -1.3272 -3.3940
P -0.9257 -1.4385 -1.8153
C 0.2626 -2.7970 -2.1630
C 0.6646 -3.0448 -3.4748
C 1.6883 -3.9422 -3.7489
C 2.3273 -4.6122 -2.7177
C 1.9464 -4.3645 -1.4056
C 0.9381 -3.4550 -1.1325
C -2.2329 -2.0788 -0.6852
C -1.9090 -2.6272 0.5570
C -2.8931 -2.9341 1.4836
C -4.2245 -2.6644 1.2041
C -4.5582 -2.0877 -0.0114
C -3.5743 -1.8015 -0.9474
C -2.0161 -0.1223 -4.1493
H -1.2582 3.1680 -4.3979
H -2.8072 3.0310 -6.2877
H -3.8144 0.8587 -6.9130
H -4.0844 -1.4707 -6.5485
H -3.6640 -3.5272 -5.2386
H -2.2762 -3.4059 -3.2062
H 0.1759 -2.5336 -4.2937
H 1.9811 -4.1169 -4.7765
H 3.1204 -5.3172 -2.9318
H 2.4481 -4.8668 -0.5880
H 0.7067 -3.2429 -0.0986
H -0.8787 -2.7872 0.8379
H -2.6105 -3.3613 2.4374
H -4.9921 -2.8888 1.9336
H -5.5912 -1.8559 -0.2398
H -3.8601 -1.3515 -1.8894
C -1.5688 4.1066 1.8321
C -0.6990 3.3270 2.5800
C 0.5245 2.9840 2.0353
C 0.8458 3.4268 0.7503
N 0.0122 4.1831 0.0349
C -1.1603 4.5077 0.5698
C 2.1563 3.0803 0.1306
C 3.3103 3.2012 0.9055
C 4.5608 2.9306 0.3751
C 4.6680 2.5412 -0.9522
C 3.5200 2.3995 -1.7202
C 2.2555 2.6496 -1.1986
H -2.5409 4.3940 2.2102
H -0.9830 2.9686 3.5626
H 1.2169 2.3508 2.5744
H -1.8080 5.1244 -0.0459
H 3.2238 3.5353 1.9329
H 5.4461 3.0353 0.9895
H 5.6403 2.3389 -1.3859
H 3.6103 2.0663 -2.7498